One molecule with the formula C13H13N5O4S, computed with wB97M-V/def2-TZVPD.

```
36
Properties=species:S:1:pos:R:3:forces:R:3:lowdin_charge:R:1
C -2.87423 -2.95914 1.08369 0.1 0.0 -0.1 -0.023
C -2.26564 -1.86901 0.27388 0.1 -0.1 0.0 -0.256
N -2.76569 -0.67709 0.33576 -0.5 -0.8 0.7 0.097
N -2.25763 0.32486 -0.36371 0.3 0.9 -0.8 0.030
C -1.22055 0.12058 -1.11677 0.0 0.0 0.0 -0.585
N -0.63934 -1.09506 -1.27052 -0.5 -0.2 0.1 -0.063
C -1.11762 -2.20291 -0.55859 0.2 0.4 -0.4 -0.378
O -0.56767 -3.28102 -0.68213 0.0 -0.2 0.1 0.074
N 0.52538 -1.24944 -2.01844 0.5 -0.1 0.0 0.111
H 0.80656 -2.22584 -1.89480 -0.2 0.2 0.0 0.102
H 0.36222 -1.04977 -3.00260 -0.2 -0.2 0.1 0.097
S -0.49020 1.43784 -1.98856 0.0 0.1 -0.3 1.020
C -1.27886 2.87270 -1.19960 -0.2 -0.3 -0.3 -0.335
H -2.22597 3.05399 -1.70917 0.1 0.1 0.2 0.088
H -0.60447 3.70393 -1.41669 0.0 0.0 0.0 0.088
C -1.60211 2.86914 0.28925 0.0 0.1 -0.1 -0.549
O -2.57033 3.49536 0.65520 -0.2 0.1 0.0 0.070
N -0.79791 2.25967 1.19789 0.1 0.1 0.7 0.125
C 0.31866 1.42196 1.03482 0.3 -0.3 0.1 -0.280
C 0.31878 0.17993 1.65894 -0.1 0.3 -0.1 -0.036
C 1.37671 -0.71246 1.50928 0.5 0.0 -0.2 0.014
C 2.42867 -0.30917 0.72412 -0.2 0.6 -0.1 -0.213
C 2.45105 0.95579 0.13035 -0.3 -0.5 0.4 -0.206
C 1.41755 1.84552 0.27672 0.4 -0.2 0.2 0.020
H 1.45101 2.82107 -0.17577 0.0 0.2 0.0 0.126
O 3.61606 1.11146 -0.56276 -0.3 0.3 0.0 0.042
C 4.31813 -0.10602 -0.41970 1.1 -0.3 -0.5 -0.153
O 3.57622 -0.97901 0.40512 -0.3 -0.2 0.2 0.038
H 5.30118 0.08724 0.03748 -0.3 0.0 0.0 0.141
H 4.46077 -0.56703 -1.41038 -0.1 0.1 0.2 0.140
H 1.36684 -1.68192 1.97733 0.0 -0.1 0.1 0.124
H -0.53430 -0.10471 2.25661 -0.1 0.0 0.0 0.116
H -1.23695 2.21999 2.11089 0.0 0.1 -0.2 0.161
H -3.70840 -2.56930 1.65787 0.0 0.0 0.0 0.081
H -3.21398 -3.75798 0.42625 0.0 -0.1 0.0 0.088
H -2.12393 -3.38417 1.74871 0.0 -0.1 0.1 0.086
```
Positions in Å, forces in eV/Å.

Values from the calculation:
Highest occupied orbital energy (eV): -8.1
SMILES string: Cc1nnc(SCC(=O)Nc2ccc3c(c2)OCO3)n(N)c1=O
LUMO energy (eV): 0.25
Charge: 0
E (Ha): -1476.07513

---

C9H6F6GdN2O15P2S2 as an isolated structure, computed with wB97M-V/def2-TZVPD.

```
43
Properties=species:S:1:pos:R:3:forces:R:3:lowdin_charge:R:1
Gd -0.47012 -0.25812 -0.45063 1.4 0.7 2.6 1.563
O -1.85566 0.85887 3.51142 -0.1 -0.1 0.4 0.154
C -1.00620 0.84253 2.49647 -0.3 0.5 -0.6 -0.475
O -1.28595 1.31019 1.40831 0.1 -0.2 0.5 0.050
C 0.32539 0.20992 2.74894 0.1 -0.3 0.0 -0.168
C 0.93886 -0.02170 3.97029 -0.2 0.1 -0.3 0.021
C 2.14290 -0.72034 3.96266 0.0 0.0 -0.2 -0.037
C 2.68229 -1.14916 2.76305 -0.1 0.0 -0.2 0.032
C 1.99762 -0.86684 1.57742 -0.1 0.0 -0.4 -0.110
N 0.85118 -0.20985 1.59656 0.6 -0.1 1.0 0.055
C 2.46945 -1.30575 0.14973 0.1 0.0 1.0 -0.571
O 3.46794 -1.99113 0.07374 0.1 0.0 0.0 0.087
O 1.71911 -0.86078 -0.78184 0.5 -1.1 -0.2 -0.199
H -2.73403 1.10505 3.16784 0.3 0.0 -0.1 0.151
H 0.49269 0.31967 4.89110 -0.1 0.0 0.0 0.117
H 2.64604 -0.93110 4.89515 0.1 0.0 0.0 0.106
H 3.60650 -1.70298 2.71659 0.1 0.0 -0.1 0.120
O -1.51520 -4.01004 1.23866 0.3 0.1 -0.6 -0.086
P -1.58929 -2.57739 0.52741 -1.2 -1.3 2.1 0.179
O -0.55558 -2.47386 -0.54486 0.1 -0.8 -0.4 -0.297
O -1.49261 -1.48832 1.56752 -0.2 -0.5 -0.7 -0.297
O -3.06588 -2.61103 -0.09104 0.3 0.6 -0.4 -0.240
P -3.67615 -1.19419 -0.71988 -1.3 -0.6 0.5 0.245
O -4.63435 -0.75866 0.52175 0.6 0.2 -0.2 -0.128
O -4.50149 -1.50745 -1.89035 0.1 0.0 -0.1 -0.269
O -2.55710 -0.19177 -0.75936 -1.9 -0.2 -0.4 -0.391
H -2.03963 -3.97849 2.03774 -0.2 -0.1 0.4 0.073
H -5.49926 -1.09522 0.29538 -0.5 -0.1 0.0 0.056
F -1.60411 1.46847 -4.89260 0.0 -0.2 0.5 0.154
C -0.30552 1.31393 -4.64705 0.2 0.3 -0.3 -0.641
F 0.28819 2.49047 -4.84966 0.0 0.1 0.3 0.137
F 0.17715 0.46593 -5.55209 0.1 -0.3 0.3 0.147
S 0.02717 0.73084 -2.87946 0.4 1.8 -3.5 0.564
O -0.36309 -0.64717 -2.84622 0.0 -0.8 -0.3 -0.290
O -0.75290 1.58370 -2.02036 -0.7 0.4 -0.3 -0.325
N 1.55965 0.99752 -2.79666 -0.2 -0.7 0.1 -0.258
S 2.12069 1.45737 -1.39110 1.3 3.6 -0.3 0.636
O 1.15561 1.56884 -0.31908 0.2 0.3 0.0 -0.367
O 3.47355 1.13144 -1.10917 0.2 -0.6 -0.2 -0.221
C 2.30562 3.30592 -1.81817 0.0 0.0 0.1 -0.639
F 1.11672 3.88351 -2.01976 -0.2 -0.2 0.0 0.122
F 3.03520 3.53402 -2.91812 0.1 -0.4 -0.1 0.120
F 2.90459 3.97316 -0.82025 0.0 -0.3 0.2 0.118
```
Positions in Å, forces in eV/Å.

Values from the calculation:
2S+1: 8
Highest occupied orbital energy (alpha / beta) (eV): -7.2 / -7.2
Expectation value of S²: 16.001
LUMO energy (alpha / beta) (eV): 2.03 / -1.17
Charge: -1
E (Ha): -4429.14811
ΔE to the lowest compared entry with this formula, charge and spin (kcal per mole): 0.00

---

A 6-piece molecular cluster, H18N6 overall, computed with wB97M-V/def2-TZVPD.

```
24
Properties=species:S:1:pos:R:3:forces:R:3:lowdin_charge:R:1
N -1.23723 -0.08135 1.99394 -0.1 1.6 0.3 0.016
H -0.79359 -0.48294 2.80653 -0.2 -0.6 -0.4 -0.042
H -1.67207 -0.72917 1.36575 0.0 -0.6 0.2 0.003
H -1.96940 0.52935 2.36678 0.3 -0.3 -0.3 0.014
N 0.45985 1.24030 -4.47069 -1.1 0.2 0.0 0.013
H 0.12014 1.68307 -3.62438 0.3 -0.1 -0.1 -0.008
H 0.15659 0.27323 -4.49984 0.5 0.2 0.0 0.010
H 1.43485 1.39124 -4.63275 0.3 -0.2 0.1 -0.004
N -1.01916 -1.97087 4.53893 -0.9 0.1 0.9 0.009
H -1.05355 -2.49980 5.39819 0.1 -0.8 -0.2 0.009
H -0.85422 -1.06413 4.94053 0.3 0.7 -0.5 0.003
H -0.25543 -2.26529 3.96486 0.6 -0.1 0.0 -0.002
N -2.55511 2.54935 -3.75899 -0.4 -0.7 1.1 0.019
H -3.26408 1.86952 -3.95261 -0.4 -0.1 0.0 -0.006
H -1.87652 2.49474 -4.48364 0.4 0.8 -0.5 -0.028
H -2.96166 3.42871 -3.47125 0.4 0.0 -0.6 0.007
N 1.36983 -0.03345 -0.67733 0.8 -1.0 -0.5 0.023
H 1.65519 0.51441 0.11297 -0.3 0.4 -0.1 -0.005
H 0.43771 0.08782 -1.00904 -0.5 0.4 0.4 -0.015
H 1.99632 0.04486 -1.46616 0.1 0.2 0.2 -0.004
N 3.05488 -1.78356 2.14128 0.2 2.0 -0.5 0.032
H 2.78415 -0.82203 2.21055 0.0 0.0 0.5 -0.013
H 3.19492 -2.27802 2.97849 -0.1 -0.9 0.3 -0.017
H 2.84759 -2.09597 1.22789 -0.2 -1.2 -0.3 -0.017
```
Positions in Å, forces in eV/Å.

Values from the calculation:
Highest occupied orbital energy (eV): -9.2
SMILES string: N.N.N.N.N.N
LUMO energy (eV): 0.82
Charge: 0
E (Ha): -339.28632
ΔE to the lowest compared entry with this formula, charge and spin (kcal per mole): 17.17

---

C23H29N7O3SZr as an isolated structure, computed with wB97M-V/def2-TZVPD.

```
64
Properties=species:S:1:pos:R:3:forces:R:3:lowdin_charge:R:1
Zr -0.59066 -0.54498 0.03558 -0.2 -0.1 -1.1 1.871
C 0.96855 -3.07108 2.41482 0.0 0.0 0.0 -0.039
C -0.53927 -3.11892 2.67347 0.0 0.0 0.0 -0.369
C -0.84855 -3.34685 4.16465 0.0 0.0 0.0 -0.007
C -1.22967 -1.85706 2.22640 -0.1 0.0 0.1 -0.250
C -2.40218 -1.89244 1.43520 0.1 0.0 0.2 -0.032
C -3.06791 -0.72643 1.05366 0.0 0.0 0.1 -0.031
C -2.60666 0.54764 1.45177 0.0 0.0 0.0 -0.292
C -3.37256 1.78803 1.11990 0.0 0.0 0.0 0.015
C -1.44264 0.58729 2.24304 0.0 0.0 0.0 -0.037
C -0.75922 -0.58358 2.60780 -0.1 -0.1 0.1 -0.043
H 1.39283 -4.06471 2.55099 0.0 0.0 0.0 0.107
H 1.48245 -2.40789 3.11243 0.0 0.0 0.0 0.100
H 1.21540 -2.75315 1.39315 0.0 0.0 0.0 0.052
H -0.97729 -3.94256 2.10326 0.0 0.0 0.0 0.143
H -0.60804 -2.46342 4.75907 0.0 0.0 0.0 0.099
H -0.23882 -4.16992 4.53495 0.0 0.0 0.0 0.108
H -1.89500 -3.60081 4.32756 0.0 0.0 0.0 0.102
H -2.80695 -2.85885 1.15800 0.0 0.0 -0.1 0.152
H -3.97742 -0.79549 0.46660 0.1 0.0 -0.1 0.159
H -2.75673 2.68191 1.19716 0.0 0.0 0.0 0.106
H -4.18968 1.88739 1.84157 0.0 0.0 0.0 0.131
H -3.82858 1.73396 0.13181 0.0 0.0 0.0 0.101
H -1.07255 1.54595 2.58786 0.1 0.0 -0.1 0.157
H 0.12280 -0.51124 3.23495 0.0 0.0 -0.1 0.158
N 6.36890 3.97752 -0.53336 0.0 0.0 0.0 0.249
C 5.25948 3.27946 -0.55333 0.0 0.0 0.0 -0.222
C 3.98463 3.93668 -0.45575 0.0 0.0 0.0 0.032
C 2.84046 3.22273 -0.44469 -0.1 0.0 0.0 -0.023
C 2.90512 1.79168 -0.51933 -0.1 -0.2 0.1 -0.352
C 4.16682 1.11967 -0.65573 0.0 -0.1 0.0 -0.017
C 5.30338 1.84596 -0.66559 0.0 0.0 0.0 0.034
S 1.53234 0.91744 -0.49416 0.2 -0.1 0.1 0.788
O 1.61110 -0.45741 0.12161 0.0 0.1 0.1 -0.400
O 0.33551 1.53749 0.16022 0.2 0.3 0.1 -0.372
N 0.60356 0.32917 -1.81406 -0.2 0.0 0.2 -0.088
C 0.27649 1.00724 -2.87108 0.2 0.0 0.0 -0.323
N 1.06250 1.90453 -3.47272 0.0 0.0 0.0 0.187
C 0.76361 2.29841 -4.68277 0.0 0.0 0.0 0.026
C -0.35579 1.79904 -5.43309 0.0 0.0 0.0 0.051
C -1.25911 1.05570 -4.78440 0.0 0.0 0.0 0.061
N -1.00525 0.72968 -3.43262 0.0 -0.2 0.0 0.038
H 6.36375 4.98513 -0.44845 0.0 0.0 0.0 0.157
H 7.27699 3.53688 -0.59445 0.0 0.0 0.0 0.157
H 3.95207 5.01542 -0.37464 0.0 0.0 0.0 0.143
H 1.88516 3.72315 -0.35318 0.0 0.0 0.0 0.133
H 4.20878 0.04041 -0.72527 0.0 0.0 0.0 0.134
H 6.26305 1.35186 -0.74340 0.0 0.0 0.0 0.143
H 1.40545 3.05561 -5.12262 0.0 0.0 0.0 0.156
H -0.50533 2.08685 -6.46475 0.0 0.0 0.0 0.150
H -2.21202 0.70570 -5.16060 0.0 0.0 0.0 0.162
C -1.56195 -5.26962 -2.77372 0.0 0.0 0.0 0.050
N -0.41431 -4.61752 -2.08279 0.1 0.0 0.0 -0.126
C 0.88263 -5.35335 -2.05497 0.0 0.0 0.0 0.051
C -0.52575 -3.48973 -1.51704 -0.2 0.0 0.0 -0.166
N -0.65130 -2.44129 -0.99273 0.2 0.2 0.2 0.068
H -1.27311 -5.45004 -3.80672 0.0 0.0 0.0 0.116
H -2.43376 -4.62266 -2.73442 0.0 0.0 0.0 0.105
H -1.77203 -6.21128 -2.27130 0.0 0.0 0.0 0.117
H 1.23012 -5.47544 -3.07837 0.0 0.0 0.0 0.115
H 0.70678 -6.32449 -1.59749 0.0 0.0 0.0 0.117
H 1.61071 -4.79348 -1.47444 0.0 0.0 0.0 0.102
O -1.95134 0.13807 -1.55520 -0.3 -0.3 0.0 -0.155
N -2.05530 0.26212 -2.77665 0.1 0.3 0.1 0.139
```
Positions in Å, forces in eV/Å.

Values from the calculation:
Highest occupied orbital energy (eV): -19.1
LUMO energy (eV): -14.06
Charge: +4
E (Ha): -1946.59208
ΔE to the lowest compared entry with this formula, charge and spin (kcal per mole): 0.00

---

One molecule with the formula C5H5IO, computed with wB97M-V/def2-TZVPD.

```
12
Properties=species:S:1:pos:R:3:forces:R:3:lowdin_charge:R:1
C -0.61694 1.73620 -0.11473 1.9 -2.2 -0.4 -0.132
C 0.75059 1.64898 0.01881 -0.8 4.5 1.2 -0.189
C -1.06347 0.39021 -0.19857 4.6 -2.4 1.3 -0.702
C 0.22578 -0.44210 0.06073 -6.4 3.9 -1.2 -0.314
C 0.45072 -1.86625 0.05987 -1.2 -1.4 1.1 -0.046
O 1.21266 0.45019 0.23640 0.8 -2.0 -0.6 0.048
I -2.93527 -0.41190 -0.43089 0.0 0.0 0.0 0.852
H -1.05802 2.67805 -0.08195 -1.2 1.1 -0.3 0.083
H 1.36024 2.58668 0.23340 -0.3 -1.9 -0.4 0.147
H 0.48256 -2.27287 1.08308 0.0 0.0 -0.2 0.099
H -0.20407 -2.54808 -0.53404 0.1 1.2 0.4 0.100
H 1.39523 -1.94909 -0.33209 2.6 -0.8 -0.9 0.053
```
Positions in Å, forces in eV/Å.

Values from the calculation:
Highest occupied orbital energy (eV): -7.9
SMILES string: Cc1occc1I
LUMO energy (eV): 0.63
Charge: 0
E (Ha): -566.38571
ΔE to the lowest compared entry with this formula, charge and spin (kcal per mole): 13.94

---

C22H14IrO6S2 as an isolated structure, computed with wB97M-V/def2-TZVPD.

```
45
Properties=species:S:1:pos:R:3:forces:R:3:lowdin_charge:R:1
Ir -2.34761 -1.32141 2.38989 0.1 0.2 0.1 1.122
O -5.42375 -2.49381 3.91515 0.0 0.0 -0.1 -0.357
S -5.02046 -1.57167 2.87650 -0.5 -0.1 0.2 0.264
O -6.11234 -0.90156 2.21162 0.1 0.1 0.0 -0.350
O -4.10495 -2.26966 1.85263 0.2 -0.2 -0.2 -0.524
O -3.99940 -0.55920 3.43915 0.1 0.0 0.0 -0.545
O 0.77324 -4.42328 0.10073 -0.1 0.0 0.0 0.041
C 0.44863 -3.27339 0.34641 0.2 0.0 0.1 -0.487
O -0.91774 -2.98166 0.58365 0.0 -0.2 -0.1 -0.031
C 1.18575 -2.07089 0.43521 -0.1 0.0 0.1 -0.151
C 2.55909 -1.94926 0.22093 0.0 0.0 0.0 -0.059
C 3.34607 -0.86731 0.60685 0.1 0.0 -0.1 -0.145
C 3.03486 0.14767 1.51221 0.0 0.0 0.0 -0.151
C 1.83915 0.28338 2.27328 -0.1 0.0 0.0 -0.167
C 0.61790 -0.23730 2.00362 0.0 -0.1 -0.1 -0.579
S -0.69317 -0.09301 3.18930 0.0 0.0 0.0 0.582
H 3.05176 -2.79095 -0.25798 0.0 0.0 0.0 0.100
H 4.37137 -0.87080 0.24187 0.0 0.0 0.0 0.076
H 3.83562 0.83632 1.76464 0.0 0.0 0.0 0.072
H 1.91811 0.88196 3.17978 0.0 0.0 0.0 0.089
C -1.10664 -1.64433 0.84647 0.0 0.2 0.0 -0.304
C 0.25285 -0.91104 0.69736 0.1 -0.1 0.1 -0.365
C 0.23059 0.12046 -0.43296 -0.1 0.0 -0.1 -0.017
C 0.26555 1.55154 -0.05311 0.1 0.1 0.1 -0.214
C 1.40783 2.31791 -0.29321 -0.1 0.0 -0.1 -0.050
C 1.44723 3.65951 0.05402 0.0 0.0 0.0 -0.099
C 0.34504 4.25873 0.64882 0.0 0.0 0.0 -0.118
C -0.79530 3.50508 0.89297 0.0 0.0 0.0 -0.086
C -0.83537 2.16261 0.54536 0.0 0.0 0.0 -0.030
C 0.08883 -0.18383 -1.82086 0.0 0.0 -0.1 -0.131
C -0.08513 0.85725 -2.77456 0.0 -0.1 0.0 -0.027
C -0.23026 0.59860 -4.12230 0.0 0.0 0.0 -0.115
C -0.22181 -0.70751 -4.60062 0.0 0.0 0.0 -0.125
C -0.07964 -1.74868 -3.68891 0.0 0.0 0.0 -0.091
C 0.06732 -1.50365 -2.33881 0.0 0.0 0.0 0.009
H 2.26999 1.83751 -0.73874 0.0 0.0 0.0 0.116
H 2.34669 4.23634 -0.13121 0.0 0.0 0.0 0.090
H 0.37681 5.30628 0.92641 0.0 0.0 0.0 0.085
H -1.65917 3.95782 1.36477 0.0 0.0 0.0 0.097
H -1.72215 1.57454 0.74713 0.0 0.0 0.0 0.108
H -0.12108 1.88219 -2.43786 0.0 0.0 0.0 0.102
H -0.36386 1.42792 -4.80842 0.0 0.0 0.0 0.089
H -0.34016 -0.91036 -5.65851 0.0 0.0 0.0 0.083
H -0.08514 -2.77625 -4.03330 0.0 0.0 0.0 0.097
H 0.18485 -2.34284 -1.67536 0.0 0.0 0.0 0.098
```
Positions in Å, forces in eV/Å.

Values from the calculation:
2S+1: 6
Highest occupied orbital energy (alpha / beta) (eV): 0.1 / -2.1
Expectation value of S²: 8.821
LUMO energy (alpha / beta) (eV): 4.68 / 4.20
Charge: -2
E (Ha): -2198.84944
ΔE to the lowest compared entry with this formula, charge and spin (kcal per mole): 8.48

---

> What is the E in the fourth record?

-1946.59208 Ha